No. 1
4 unconnected molecules or ions with the total composition C11H20F13N10O3S at a distorted geometry. Source: the Open Molecules 2025 dataset; level of theory: ωB97M-V with the def2-TZVPD basis set.

Cartesian coordinates (Å):
F 0.58 1.60 -1.91
C 0.69 1.43 -3.25
F 1.86 2.04 -3.59
C 0.85 -0.02 -3.64
C 1.95 -0.69 -2.78
N 1.35 -1.68 -1.89
C 1.06 -1.45 -0.61
N 0.47 -2.36 0.20
C 0.34 -1.74 1.35
N 0.82 -0.50 1.34
N 1.28 -0.32 0.08
C -0.41 2.21 -4.00
F -0.25 3.53 -3.81
F -0.20 1.98 -5.32
C -1.89 1.80 -3.74
F -2.09 0.56 -4.21
F -2.61 2.62 -4.52
C -2.43 2.03 -2.28
F -1.65 2.91 -1.64
F -3.64 2.58 -2.36
S -2.63 0.47 -1.19
F -3.81 1.16 -0.39
F -1.62 1.04 -0.09
F -1.39 -0.22 -1.90
F -3.64 -0.13 -2.21
F -2.79 -0.82 -0.31
H -0.06 -0.60 -3.62
H 1.19 -0.02 -4.67
H 2.66 -1.21 -3.42
H 2.50 0.04 -2.21
H 1.13 -2.59 -2.26
H -0.09 -2.14 2.26
H 0.87 0.20 2.06
H 1.72 0.56 -0.18
C 3.72 -3.46 1.87
O 3.17 -2.37 2.04
N 5.03 -3.68 2.18
N 3.05 -4.53 1.36
H 5.48 -4.56 2.05
H 5.55 -2.91 2.56
H 2.08 -4.40 1.12
H 3.48 -5.43 1.22
C -6.58 0.99 2.68
O -7.56 1.10 3.39
N -6.21 -0.20 2.11
N -5.76 2.05 2.38
H -5.41 -0.31 1.52
H -6.79 -1.00 2.31
H -5.99 2.94 2.77
H -4.95 1.96 1.79
C 3.21 1.29 3.49
O 2.65 0.90 2.47
N 3.46 2.60 3.74
N 3.63 0.41 4.44
H 3.92 2.93 4.57
H 3.16 3.27 3.05
H 3.47 -0.56 4.26
H 4.09 0.69 5.29

Its HOMO energy is -11.5 eV. The maximum force comes out at 1.60 eV/A. As for the net charge: +1. As for the relative energy (zero: lowest compared OMol25 entry of this formula, charge and spin): 8.0 kcal per mole. As for the total energy: -78933.444 eV. The gap between HOMO and LUMO comes out at 9.2008 eV.

No. 2
A molecular structure, C25H35B3Cl45NO6 at a distorted geometry. Source: the Open Molecules 2025 dataset; level of theory: ωB97M-V with the def2-TZVPD basis set.

Cartesian coordinates (Å):
C 3.12 -1.81 1.76
C 2.84 -1.69 0.20
C 3.68 -0.60 -0.53
O 4.79 -0.91 -0.90
O 3.25 0.68 -0.86
C 2.69 1.42 0.23
C 1.76 2.56 -0.43
B 0.26 1.97 -0.37
O -0.57 1.92 0.81
B -1.28 0.68 0.64
C -2.84 0.55 1.01
C -3.21 -0.96 1.00
O -2.46 -1.70 2.00
O -0.55 -0.42 0.07
B -0.25 -0.02 -1.28
N 0.13 -0.98 -2.32
C -0.81 -1.86 -2.46
C -0.67 -3.26 -1.77
C -2.05 -1.48 -3.33
O -0.32 1.39 -1.55
H 2.89 -2.87 2.05
H 4.20 -1.64 1.99
H 2.45 -1.17 2.38
H 3.17 -2.67 -0.24
H 1.74 -1.63 0.03
H 2.07 0.80 0.93
H 3.44 1.95 0.86
H 1.89 3.55 0.05
H 2.03 2.63 -1.52
H -3.12 1.09 1.94
H -3.38 1.06 0.16
H -2.94 -1.40 0.00
H -4.29 -1.18 1.19
H -2.62 -2.62 1.78
H -1.61 -3.56 -1.25
H 0.16 -3.24 -1.03
H -0.36 -3.97 -2.58
H -1.70 -1.25 -4.36
H -2.79 -2.31 -3.34
H -2.56 -0.57 -2.94
C 4.65 0.68 4.29
Cl 5.33 -0.82 4.93
Cl 5.39 1.07 2.73
Cl 2.90 0.55 4.13
H 4.88 1.48 4.99
C 0.04 4.34 3.37
Cl 1.35 3.27 2.88
Cl 0.35 4.98 4.99
Cl -0.17 5.65 2.20
H -0.88 3.77 3.41
C -6.56 2.75 -0.37
Cl -5.32 1.67 -1.03
Cl -8.03 1.84 0.01
Cl -5.96 3.59 1.06
H -6.81 3.48 -1.13
C -4.55 2.76 -4.88
Cl -3.12 2.26 -3.96
Cl -4.15 2.96 -6.59
Cl -5.86 1.59 -4.68
H -4.88 3.71 -4.49
C -4.92 -5.46 -2.87
Cl -3.63 -6.61 -3.24
Cl -4.68 -4.76 -1.26
Cl -4.98 -4.19 -4.10
H -5.86 -5.98 -2.88
C -3.17 3.29 -10.17
Cl -4.89 3.50 -10.49
Cl -2.62 1.71 -10.75
Cl -2.23 4.58 -10.93
H -3.01 3.33 -9.10
C -0.40 5.67 8.71
Cl -0.34 6.57 10.23
Cl 1.23 5.36 8.11
Cl -1.29 4.16 8.90
H -0.92 6.28 7.98
C 0.07 9.09 5.21
Cl -1.25 10.26 5.33
Cl 0.24 8.18 6.72
Cl -0.19 7.98 3.86
H 1.00 9.63 5.04
C 4.07 6.18 5.86
Cl 5.37 5.54 6.87
Cl 4.58 7.69 5.09
Cl 3.58 5.00 4.64
H 3.22 6.39 6.49
C 6.19 -3.74 0.67
Cl 7.44 -4.72 -0.09
Cl 4.78 -4.73 1.04
Cl 6.81 -2.96 2.13
H 5.90 -2.96 -0.03
C 0.22 -0.58 7.23
Cl 1.80 -1.36 7.40
Cl 0.40 1.18 7.17
Cl -0.61 -1.17 5.79
H -0.38 -0.83 8.10
C -2.52 -8.35 -7.07
Cl -1.15 -8.31 -5.95
Cl -3.72 -9.54 -6.55
Cl -3.26 -6.76 -7.23
H -2.15 -8.65 -8.05
C 7.47 -7.10 3.16
Cl 8.72 -8.08 2.39
Cl 6.05 -8.09 3.53
Cl 8.08 -6.32 4.62
H 7.17 -6.32 2.46
C 5.51 -2.00 -4.02
Cl 6.20 -3.53 -3.48
Cl 6.19 -1.52 -5.59
Cl 3.75 -2.11 -4.12
H 5.76 -1.23 -3.29
C -7.74 -2.30 -6.76
Cl -6.28 -3.17 -7.24
Cl -8.82 -3.38 -5.87
Cl -7.32 -0.88 -5.80
H -8.25 -1.97 -7.66

Its HOMO energy is -8.7 eV. The maximum force comes out at 3.10 eV/A. As for the total energy: -605810.620 eV. The gap between HOMO and LUMO comes out at 8.7062 eV.

No. 3
A molecular structure, C17H17ClN3O2PbS2. Source: the Open Molecules 2025 dataset; level of theory: ωB97M-V with the def2-TZVPD basis set.

Cartesian coordinates (Å):
Pb 0.27 0.18 -0.81
C 3.76 -4.30 -1.71
S 3.43 -3.94 0.02
C 2.41 -2.47 -0.06
S 1.40 -2.25 -1.44
N 2.53 -1.83 1.07
N 1.84 -0.66 1.21
C 1.47 -0.38 2.39
C 0.73 0.86 2.69
C 0.33 1.11 4.00
C -0.40 2.25 4.28
C -0.72 3.11 3.23
C -0.28 2.78 1.96
N 0.43 1.68 1.69
H 4.25 -5.28 -1.72
H 4.42 -3.55 -2.15
H 2.84 -4.35 -2.28
H 1.64 -1.10 3.20
H 0.60 0.42 4.79
H -0.72 2.47 5.29
H -1.29 4.01 3.40
H -0.51 3.41 1.11
C 2.65 3.59 -2.59
O 1.72 2.74 -1.91
C 1.90 1.37 -2.10
O 2.79 0.99 -2.82
H 2.53 4.58 -2.16
H 2.44 3.61 -3.66
H 3.67 3.24 -2.45
Cl -5.25 -2.94 1.33
C -4.29 -1.94 0.25
C -4.09 -0.60 0.55
C -3.34 0.18 -0.31
C -2.75 -0.33 -1.49
C -1.89 0.48 -2.30
C -2.97 -1.70 -1.73
C -3.72 -2.49 -0.88
H -4.53 -0.18 1.44
H -3.18 1.23 -0.06
H -2.04 1.56 -2.24
H -1.70 0.13 -3.32
H -2.52 -2.15 -2.61
H -3.86 -3.55 -1.10

Its HOMO energy is -3.2 eV. The maximum force comes out at 0.79 eV/A. As for the net charge: -1. As for the relative energy (zero: lowest compared OMol25 entry of this formula, charge and spin): 17.5 kcal per mole. As for the total energy: -65910.722 eV. The gap between HOMO and LUMO comes out at 5.5485 eV.

No. 4
2 unconnected molecules or ions with the total composition C3H8N3O. Source: the Open Molecules 2025 dataset; level of theory: ωB97M-V with the def2-TZVPD basis set.

Cartesian coordinates (Å):
C 0.89 -1.17 -0.32
C 1.94 0.68 0.49
C -3.45 0.07 0.15
N 0.19 -0.15 -0.72
N 1.98 -0.78 0.32
N 0.73 1.05 -0.26
O -2.30 -0.26 0.28
H 0.63 -2.19 -0.54
H 1.80 0.93 1.56
H 2.85 1.15 0.12
H -3.75 1.11 0.00
H -4.28 -0.66 0.17
H -0.81 -0.15 -0.91
H 2.70 -1.36 0.70
H 0.89 1.72 -1.02

Its HOMO energy is -13.4 eV. The maximum force comes out at 0.94 eV/A. As for the net charge: +1. As for the relative energy (zero: lowest compared OMol25 entry of this formula, charge and spin): 50.9 kcal per mole. As for the total energy: -9750.258 eV. The gap between HOMO and LUMO comes out at 10.1519 eV.

No. 5
A molecular structure, C17H34CoN4OPS3Sb at a distorted geometry. Source: the Open Molecules 2025 dataset; level of theory: ωB97M-V with the def2-TZVPD basis set.

Cartesian coordinates (Å):
Co 1.80 -0.40 -1.45
S 3.88 -0.12 -3.94
Sb 1.92 1.31 -3.30
S 0.35 0.74 -4.86
S 3.85 -0.86 -2.04
C 2.44 1.47 1.05
C 1.12 2.25 1.11
C 0.89 2.77 2.52
C 1.26 3.44 0.16
P -0.24 1.11 0.32
N 0.24 0.43 -0.96
C -1.77 2.22 -0.10
C -2.91 1.23 -0.37
C -2.23 3.24 0.93
C -1.47 2.89 -1.44
C -0.80 -0.17 1.68
C -1.49 -1.30 0.91
C -1.68 0.34 2.82
C 0.48 -0.76 2.28
H 3.29 2.16 0.98
H 2.45 0.83 0.14
H 2.59 0.82 1.90
H 1.69 3.47 2.79
H 0.89 1.98 3.27
H -0.05 3.32 2.59
H 2.20 3.97 0.33
H 0.45 4.16 0.30
H 1.24 3.09 -0.87
H -3.32 0.81 0.54
H -2.53 0.43 -1.01
H -3.72 1.72 -0.90
H -2.39 2.80 1.91
H -3.18 3.68 0.60
H -1.53 4.06 1.03
H -0.96 2.17 -2.08
H -0.85 3.77 -1.34
H -2.40 3.19 -1.93
H -2.55 -1.12 0.77
H -1.38 -2.25 1.44
H -1.01 -1.39 -0.06
H -2.66 0.64 2.47
H -1.22 1.18 3.33
H -1.82 -0.46 3.55
H 1.18 -1.03 1.49
H 0.24 -1.67 2.83
H 0.96 -0.07 2.97
C 1.64 -5.03 0.49
N 1.01 -4.27 -0.56
C 0.02 -4.80 -1.33
C -0.54 -4.08 -2.33
C -0.02 -2.78 -2.61
N 0.95 -2.28 -1.84
C 1.42 -2.94 -0.77
O 2.19 -2.42 0.03
N -0.48 -2.04 -3.61
H 1.53 -6.10 0.30
H 1.20 -4.79 1.46
H 2.70 -4.77 0.53
H -0.30 -5.80 -1.08
H -1.32 -4.50 -2.95
H -1.17 -2.40 -4.25
H -0.09 -1.11 -3.83

Its HOMO energy (alpha / beta) is -3.2 / -3.1 eV. The maximum force comes out at 1.39 eV/A. As for the net charge: -1. Its spin multiplicity is 3. As for the relative energy (zero: lowest compared OMol25 entry of this formula, charge and spin): 13.6 kcal per mole. As for the total energy: -112151.688 eV. The gap between HOMO and LUMO (alpha / beta) comes out at 5.6075 / 5.4663 eV. Its expectation value of S² is 2.456.

No. 6
A molecular structure, C4H8F18LiO3P3 at a distorted geometry. Source: the Open Molecules 2025 dataset; level of theory: ωB97M-V with the def2-TZVPD basis set.

Cartesian coordinates (Å):
Li 15.61 -6.66 -20.18
P 13.09 -8.16 -19.26
F 12.83 -9.78 -19.22
F 12.42 -8.19 -20.73
F 11.58 -7.88 -18.60
F 13.36 -6.59 -19.52
F 13.92 -8.03 -17.79
F 14.60 -8.40 -19.87
P 18.56 -8.23 -21.21
F 18.99 -6.72 -21.53
F 17.58 -8.36 -22.51
F 19.80 -8.64 -22.22
F 18.28 -9.89 -20.97
F 19.70 -8.31 -20.02
F 17.32 -7.83 -20.35
P 16.47 -4.72 -18.29
F 18.04 -4.59 -17.74
F 15.80 -4.28 -16.87
F 16.62 -3.13 -18.78
F 14.97 -4.76 -18.96
F 16.92 -5.13 -19.82
F 16.27 -6.30 -17.93
C 17.26 -4.96 -25.68
C 16.60 -4.90 -24.29
O 15.35 -5.47 -24.40
C 14.71 -6.16 -23.35
O 15.22 -6.17 -22.23
O 13.50 -6.63 -23.62
C 12.84 -6.36 -24.85
H 17.61 -5.97 -25.87
H 18.13 -4.30 -25.69
H 16.56 -4.64 -26.45
H 16.33 -3.86 -24.10
H 17.18 -5.38 -23.51
H 11.77 -6.46 -24.74
H 13.20 -6.92 -25.72
H 13.08 -5.33 -25.12

Its HOMO energy is -6.2 eV. The maximum force comes out at 5.02 eV/A. As for the net charge: -2. As for the relative energy (zero: lowest compared OMol25 entry of this formula, charge and spin): 49.1 kcal per mole. As for the total energy: -87429.870 eV. The gap between HOMO and LUMO comes out at 10.3658 eV.

No. 7
3 unconnected molecules or ions with the total composition C8H14ClN2O4 at a distorted geometry. Source: the Open Molecules 2025 dataset; level of theory: ωB97M-V with the def2-TZVPD basis set.

Cartesian coordinates (Å):
Cl 0.32 -0.35 -0.54
O -1.07 0.06 -0.66
O 1.03 -0.10 -1.76
O 0.93 0.33 0.57
O 0.36 -1.78 -0.34
C 1.54 4.85 -2.58
C 1.86 3.35 -2.35
C 1.77 2.60 -3.70
C 2.67 3.15 -4.69
N 3.40 3.60 -5.45
H 1.18 5.29 -1.65
H 0.68 4.94 -3.24
H 2.42 5.35 -2.98
H 1.15 2.94 -1.63
H 2.84 3.16 -1.91
H 0.76 2.62 -4.10
H 2.11 1.61 -3.39
C -3.25 -3.75 3.95
C -2.42 -2.95 2.92
C -0.89 -3.08 3.02
C -0.44 -4.41 3.42
N -0.12 -5.45 3.79
H -4.31 -3.52 3.89
H -2.97 -3.47 4.97
H -3.06 -4.81 3.75
H -2.67 -1.90 3.03
H -2.76 -3.25 1.93
H -0.50 -2.30 3.67
H -0.52 -2.73 2.05

Its HOMO energy is -6.3 eV. The maximum force comes out at 1.43 eV/A. As for the net charge: -1. As for the relative energy (zero: lowest compared OMol25 entry of this formula, charge and spin): 0.0 kcal per mole. As for the total energy: -32210.240 eV. The gap between HOMO and LUMO comes out at 9.3783 eV.

No. 8
C14H10Cl3NO2 in the gas phase at a distorted geometry. Source: the Open Molecules 2025 dataset; level of theory: ωB97M-V with the def2-TZVPD basis set.

Cartesian coordinates (Å):
O 1.89 2.96 4.05
O -3.48 0.41 0.67
Cl 4.50 3.16 2.80
Cl 3.15 1.35 1.10
Cl 2.57 4.14 0.74
C 1.70 2.71 2.91
C -2.36 0.79 0.34
C -0.06 1.88 1.27
C -1.42 1.41 1.33
C -1.79 1.39 2.62
C 0.36 2.18 2.57
C -1.96 -3.07 -2.81
C -3.11 -2.25 -3.00
C -0.79 -2.58 -2.22
C -3.06 -0.92 -2.54
C -0.82 -1.24 -1.77
C -1.99 -0.39 -1.82
N -0.72 1.85 3.42
C 2.91 2.89 1.98
C -2.07 0.96 -1.17
H 0.53 2.02 0.45
H -2.70 0.94 3.05
H -2.09 -4.12 -3.15
H -3.86 -2.59 -3.67
H 0.15 -3.16 -2.14
H -3.88 -0.23 -2.82
H 0.07 -1.08 -1.22
H -0.71 1.93 4.44
H -2.96 1.44 -1.74
H -1.28 1.63 -1.30

Its HOMO energy is -9.0 eV. The maximum force comes out at 3.52 eV/A. As for the relative energy (zero: lowest compared OMol25 entry of this formula, charge and spin): 0.0 kcal per mole. As for the total energy: -57830.943 eV. The gap between HOMO and LUMO comes out at 8.7472 eV. As for the structure (SMILES): O=C(Cc1ccccc1)c1c[nH]c(C(=O)C(Cl)(Cl)Cl)c1.